The following is a DFT calculation (the ωB97M-V functional and the def2-TZVPD basis) of 3 unconnected molecules or ions with the total composition C4H9NO2 in a non-equilibrium geometry.

Positions of all 16 atoms, in Å:
C (-0.300, -0.158, -0.713)
C (1.156, -0.132, 1.314)
C (0.216, 0.535, 0.533)
N (-1.064, 0.734, -1.576)
C (-1.194, -1.305, -0.270)
O (0.913, -0.709, 2.482)
O (-1.241, -1.750, 0.850)
H (-0.052, -0.839, 2.560)
H (0.567, -0.629, -1.217)
H (-1.347, 0.258, -2.426)
H (-0.488, 1.526, -1.844)
H (-1.847, -1.715, -1.065)
H (2.183, -0.234, 0.988)
H (1.958, 1.844, -0.584)
H (-0.601, 1.005, 1.087)
H (1.142, 1.567, -0.119)

Output
**Energy relative to the best compared isomer or geometry (same formula, charge and spin)**: 126.36 kcal/mol
**Calculated total energy**: -9874.581 eV
**Orbital gap (spin up / spin down)**: 8.0 / 8.0 eV
**E_HOMO (spin up / spin down)**: -7.75 / -7.75 eV

The following is a DFT calculation (the ωB97M-V functional and the def2-TZVPD basis) of C4H9NO2 in the gas phase in a non-equilibrium geometry.

Positions of all 16 atoms, in Å:
O (-0.188, -2.967, -1.341)
C (-0.493, -2.168, -0.508)
N (0.278, -1.046, -0.165)
C (-0.343, -0.113, 0.761)
C (0.557, 1.031, 1.205)
C (0.752, 2.015, 0.040)
O (-0.462, 2.716, -0.110)
H (-1.402, -2.185, 0.132)
H (1.197, -1.354, 0.074)
H (-1.214, 0.302, 0.254)
H (-0.820, -0.580, 1.634)
H (1.453, 0.700, 1.721)
H (-0.109, 1.645, 1.800)
H (1.552, 2.717, 0.320)
H (1.142, 1.556, -0.871)
H (-0.564, 3.049, -1.007)

Output
**Structure (SMILES)**: O=CNCCCO
**Energy relative to the best compared isomer or geometry (same formula, charge and spin)**: 39.33 kcal/mol
**Calculated total energy**: -9878.355 eV
**Orbital gap**: 10.6 eV
**E_HOMO**: -9.81 eV

The following is a DFT calculation (the ωB97M-V functional and the def2-TZVPD basis) of C4H9NO2 in the gas phase in a non-equilibrium geometry.

Positions of all 16 atoms, in Å:
C (-1.321, 0.653, -0.525)
C (-0.638, -0.229, 0.485)
C (-0.632, -1.757, 0.133)
N (0.795, 0.219, 0.809)
C (1.692, 0.387, -0.199)
O (1.531, 0.225, -1.374)
O (2.657, 1.266, 0.268)
H (-2.366, 0.814, -0.337)
H (-1.229, 0.287, -1.600)
H (-0.752, 1.540, -0.673)
H (-1.097, -0.192, 1.497)
H (0.314, -1.931, -0.422)
H (-1.454, -2.119, -0.594)
H (-0.828, -2.347, 1.006)
H (0.923, 0.987, 1.541)
H (2.406, 2.196, -0.015)

Output
**Structure (SMILES)**: CC(C)NC(=O)O
**Energy relative to the best compared isomer or geometry (same formula, charge and spin)**: 35.88 kcal/mol
**Calculated total energy**: -9878.505 eV
**Orbital gap**: 10.5 eV
**E_HOMO**: -10.07 eV

The following is a DFT calculation (the ωB97M-V functional and the def2-TZVPD basis) of 2 unconnected molecules or ions with the total composition C4H9NO2.

Positions of all 16 atoms, in Å:
N (1.186, 0.485, 0.535)
C (1.318, -0.858, 0.567)
O (2.321, -1.500, 0.865)
C (0.053, -1.588, 0.099)
C (-1.057, -0.612, -0.264)
C (-0.571, 0.595, -0.976)
O (-0.729, 2.120, 0.567)
H (2.106, 0.919, 0.619)
H (0.042, 1.517, 0.868)
H (0.341, -2.194, -0.768)
H (-0.268, -2.291, 0.872)
H (-1.811, -1.062, -0.932)
H (-1.618, -0.284, 0.618)
H (0.309, 0.536, -1.605)
H (-1.329, 1.288, -1.325)
H (-0.293, 2.928, 0.261)

Output
**Energy relative to the best compared isomer or geometry (same formula, charge and spin)**: 93.85 kcal/mol
**Calculated total energy**: -9875.991 eV
**Orbital gap**: 7.8 eV
**E_HOMO**: -8.75 eV

The following is a DFT calculation (the ωB97M-V functional and the def2-TZVPD basis) of C4H9NO2 in the gas phase.

Positions of all 16 atoms, in Å:
C (-0.201, -2.143, -0.900)
C (0.725, -1.135, -1.553)
N (0.126, 0.336, -1.251)
C (0.399, 0.963, 0.029)
O (1.473, 1.427, 0.297)
O (-0.675, 0.933, 0.812)
C (-0.495, 1.602, 2.075)
H (-1.168, -2.215, -1.424)
H (0.281, -3.118, -1.048)
H (-0.419, -2.066, 0.183)
H (1.663, -1.082, -0.979)
H (0.556, 0.914, -1.969)
H (-0.878, 0.288, -1.422)
H (-1.492, 1.711, 2.501)
H (0.141, 1.004, 2.732)
H (-0.034, 2.580, 1.915)

Output
**Energy relative to the best compared isomer or geometry (same formula, charge and spin)**: 94.85 kcal/mol
**Calculated total energy**: -9875.948 eV
**Orbital gap**: 7.1 eV
**E_HOMO**: -6.66 eV

The following is a DFT calculation (the ωB97M-V functional and the def2-TZVPD basis) of 2 unconnected molecules or ions with the total composition C4H9NO2 in a non-equilibrium geometry.

Positions of all 16 atoms, in Å:
C (0.282, -1.149, -0.517)
C (0.358, 2.322, 0.067)
C (0.895, -1.618, 0.782)
N (-1.528, 0.437, -0.227)
C (-1.258, -0.847, -0.347)
O (0.002, 1.472, -0.974)
O (-1.968, -1.847, -0.413)
H (-2.458, 0.725, -0.519)
H (0.419, -1.878, -1.314)
H (0.622, -0.111, -0.828)
H (-0.515, 2.763, 0.557)
H (0.964, 3.113, -0.404)
H (0.991, 1.835, 0.821)
H (0.530, -2.608, 1.056)
H (0.685, -0.925, 1.597)
H (1.980, -1.684, 0.663)

Output
**Energy relative to the best compared isomer or geometry (same formula, charge and spin)**: 132.46 kcal/mol
**Calculated total energy**: -9874.317 eV
**Orbital gap (spin up / spin down)**: 7.0 / 7.0 eV
**E_HOMO (spin up / spin down)**: -9.36 / -9.37 eV

The following is a DFT calculation (the ωB97M-V functional and the def2-TZVPD basis) of a molecular structure, C4H9NO2 in a non-equilibrium geometry.

Positions of all 16 atoms, in Å:
C (-0.299, 0.942, 0.773)
C (0.915, 1.304, 0.205)
C (-1.580, 0.955, 0.022)
N (-0.584, -2.034, -0.275)
C (1.486, -0.599, -0.290)
O (0.268, -1.200, 0.502)
O (1.530, -0.795, -1.491)
H (-0.361, 0.776, 1.842)
H (-0.283, -1.925, -1.248)
H (-0.344, -2.988, -0.008)
H (0.912, 1.748, -0.784)
H (1.713, 1.635, 0.862)
H (2.360, -0.723, 0.370)
H (-2.227, 0.141, 0.353)
H (-2.101, 1.899, 0.219)
H (-1.405, 0.866, -1.052)

Output
**Energy relative to the best compared isomer or geometry (same formula, charge and spin)**: 124.13 kcal/mol
**Calculated total energy**: -9874.678 eV
**Orbital gap**: 8.5 eV
**E_HOMO**: -8.45 eV

The following is a DFT calculation (the ωB97M-V functional and the def2-TZVPD basis) of 2 unconnected molecules or ions with the total composition C4H9NO2.

Positions of all 16 atoms, in Å:
O (1.960, -1.666, -0.497)
C (1.983, -0.471, -0.275)
N (1.452, 0.173, 0.841)
C (0.265, -0.082, 1.225)
C (-0.678, -1.104, 0.611)
O (-0.298, -2.397, 1.011)
H (2.500, 0.236, -0.942)
H (-0.090, 0.467, 2.098)
H (-1.691, -0.941, 0.984)
H (-0.690, -0.988, -0.482)
H (0.569, -2.554, 0.599)
C (-1.056, 1.864, -1.032)
H (-1.114, 2.845, -1.504)
H (-1.926, 1.719, -0.383)
H (-1.050, 1.092, -1.806)
H (-0.137, 1.810, -0.448)

Output
**Structure (SMILES)**: O=C/N=C\CO.C
**Energy relative to the best compared isomer or geometry (same formula, charge and spin)**: 50.83 kcal/mol
**Calculated total energy**: -9877.857 eV
**Orbital gap**: 10.0 eV
**E_HOMO**: -10.04 eV

The following is a DFT calculation (the ωB97M-V functional and the def2-TZVPD basis) of 2 unconnected molecules or ions with the total composition C4H9NO2 in a non-equilibrium geometry.

Positions of all 16 atoms, in Å:
C (-1.647, 0.883, 0.675)
C (-1.765, -0.532, 0.173)
N (-0.475, -1.134, -0.007)
C (0.311, -1.461, 0.869)
O (0.982, -1.887, 1.703)
H (-1.075, 1.459, -0.040)
H (-2.641, 1.301, 0.749)
H (-1.174, 0.986, 1.661)
H (-2.318, -1.133, 0.875)
H (-2.237, -0.637, -0.803)
C (2.360, 0.460, -0.894)
O (1.094, 0.375, -1.569)
H (3.158, -0.195, -1.265)
H (2.804, 1.463, -0.994)
H (2.334, 0.300, 0.181)
H (0.289, -0.248, -1.315)

Output
**Structure (SMILES)**: CCN=C=O.CO
**Energy relative to the best compared isomer or geometry (same formula, charge and spin)**: 52.50 kcal/mol
**Calculated total energy**: -9877.784 eV
**Orbital gap**: 10.5 eV
**E_HOMO**: -9.81 eV

The following is a DFT calculation (the ωB97M-V functional and the def2-TZVPD basis) of C4H9NO2 in the gas phase in a non-equilibrium geometry.

Positions of all 16 atoms, in Å:
H (2.095, -1.713, 1.880)
N (1.261, -1.509, 1.324)
C (1.382, -0.570, 0.509)
C (0.197, -0.332, -0.816)
O (0.918, 0.108, -1.900)
C (-0.442, 0.711, -0.043)
C (-1.315, 0.344, 1.126)
O (-1.589, 0.996, -1.300)
H (2.274, 0.052, 0.343)
H (-0.353, -1.266, -0.915)
H (1.198, -0.647, -2.429)
H (0.136, 1.632, 0.041)
H (-1.780, -0.627, 0.976)
H (-0.743, 0.329, 2.051)
H (-2.108, 1.084, 1.198)
H (-1.132, 1.409, -2.043)

Output
**Structure (SMILES)**: [H]/N=C/[C@H](O)[C@H](C)O
**Energy relative to the best compared isomer or geometry (same formula, charge and spin)**: 90.55 kcal/mol
**Calculated total energy**: -9876.134 eV
**Orbital gap**: 9.4 eV
**E_HOMO**: -8.73 eV

The following is a DFT calculation (the ωB97M-V functional and the def2-TZVPD basis) of a molecular structure, C4H9NO2 in a non-equilibrium geometry.

Positions of all 16 atoms, in Å:
C (0.454, 0.859, -1.482)
O (0.598, 0.051, -2.714)
C (0.407, -0.247, -0.224)
C (1.223, -0.365, 1.132)
C (-0.221, 0.326, 1.057)
N (-1.146, -0.636, 1.522)
O (-0.165, 1.623, 1.379)
H (-0.477, 1.514, -1.491)
H (1.361, 1.404, -1.355)
H (-0.453, -0.114, -2.122)
H (0.204, -1.360, -0.450)
H (-1.377, -1.085, -1.192)
H (1.078, -1.350, 1.496)
H (2.144, 0.213, 1.433)
H (-1.631, -0.171, 2.328)
H (-1.997, -0.661, 0.682)

Output
**Energy relative to the best compared isomer or geometry (same formula, charge and spin)**: 285.42 kcal/mol
**Calculated total energy**: -9867.684 eV
**Orbital gap**: 4.7 eV
**E_HOMO**: -8.28 eV

The following is a DFT calculation (the ωB97M-V functional and the def2-TZVPD basis) of C4H9NO2 in the gas phase.

Positions of all 16 atoms, in Å:
N (-0.568, 1.108, 2.021)
C (-0.056, 0.803, 0.714)
O (1.083, 1.550, 0.381)
C (-1.000, 0.604, -0.422)
C (-0.166, -0.562, 0.063)
C (0.831, -1.112, -0.944)
O (0.062, -1.775, -1.942)
H (-0.802, 0.346, 2.639)
H (-1.328, 1.779, 1.977)
H (1.786, 1.237, 0.966)
H (-2.066, 0.582, -0.210)
H (-0.715, 1.036, -1.377)
H (-0.683, -1.343, 0.617)
H (1.424, -0.301, -1.392)
H (1.531, -1.827, -0.483)
H (0.667, -2.124, -2.608)

Output
**Structure (SMILES)**: N[C@]1(O)C[C@H]1CO
**Energy relative to the best compared isomer or geometry (same formula, charge and spin)**: 52.97 kcal/mol
**Calculated total energy**: -9877.763 eV
**Orbital gap**: 10.3 eV
**E_HOMO**: -9.46 eV

The following is a DFT calculation (the ωB97M-V functional and the def2-TZVPD basis) of C4H9NO2 in the gas phase in a non-equilibrium geometry.

Positions of all 16 atoms, in Å:
C (-0.030, -2.235, 0.845)
C (0.872, -1.301, 0.091)
N (0.136, -0.270, -0.550)
C (-0.187, 0.751, 0.295)
O (0.136, 0.889, 1.443)
O (-1.148, 1.323, -0.400)
C (-0.491, 2.663, -0.920)
H (-0.799, -2.663, 0.192)
H (0.577, -3.025, 1.294)
H (-0.515, -1.686, 1.659)
H (1.636, -0.877, 0.745)
H (1.373, -1.834, -0.721)
H (-0.562, -0.545, -1.227)
H (-1.223, 3.176, -1.486)
H (-0.287, 3.030, 0.121)
H (0.512, 2.604, -1.380)

Output
**Structure (SMILES)**: CCNC(=O)OC
**Energy relative to the best compared isomer or geometry (same formula, charge and spin)**: 49.28 kcal/mol
**Calculated total energy**: -9877.924 eV
**Orbital gap**: 10.6 eV
**E_HOMO**: -9.67 eV

The following is a DFT calculation (the ωB97M-V functional and the def2-TZVPD basis) of C4H9NO2 in the gas phase in a non-equilibrium geometry.

Positions of all 16 atoms, in Å:
O (1.983, -0.651, -0.004)
C (1.433, 0.678, -0.125)
C (-0.024, 0.438, -0.051)
O (-0.596, 1.769, -0.067)
C (-0.797, -0.490, -1.062)
N (-1.847, -0.459, 0.057)
C (-0.634, -0.334, 1.020)
H (2.916, -0.756, 0.105)
H (1.775, 1.273, -1.044)
H (1.747, 1.253, 0.790)
H (-1.563, 1.706, 0.134)
H (-1.205, -0.227, -1.999)
H (-0.257, -1.587, -1.045)
H (-2.262, -1.357, 0.213)
H (0.002, -1.323, 0.939)
H (-0.671, 0.067, 2.139)

Output
**Structure (SMILES)**: OCC1(O)CNC1
**Energy relative to the best compared isomer or geometry (same formula, charge and spin)**: 86.94 kcal/mol
**Calculated total energy**: -9876.291 eV
**Orbital gap**: 10.5 eV
**E_HOMO**: -9.71 eV

The following is a DFT calculation (the ωB97M-V functional and the def2-TZVPD basis) of C4H9NO2 in the gas phase in a non-equilibrium geometry.

Positions of all 16 atoms, in Å:
C (-1.737, -0.307, -0.908)
N (-1.603, 0.887, -0.153)
C (-0.921, 1.163, 0.879)
O (0.144, 0.551, 1.493)
C (0.782, -0.618, 0.896)
C (1.876, -0.212, -0.083)
O (1.370, 0.429, -1.232)
H (-2.597, -0.138, -1.558)
H (-0.841, -0.516, -1.485)
H (-1.977, -1.147, -0.240)
H (-1.782, 1.766, 1.209)
H (1.225, -1.183, 1.725)
H (0.046, -1.262, 0.412)
H (2.613, 0.415, 0.440)
H (2.409, -1.103, -0.440)
H (0.994, 1.276, -0.956)

Output
**Structure (SMILES)**: C/N=C\OCCO
**Energy relative to the best compared isomer or geometry (same formula, charge and spin)**: 90.23 kcal/mol
**Calculated total energy**: -9876.148 eV
**Orbital gap**: 9.8 eV
**E_HOMO**: -8.89 eV